# 1
Formula: C23H62N2O9
Source: OMol25
Level of theory: ωB97M-V with the def2-TZVPD basis set

CARTESIAN COORDINATES (ANGSTROEM)
1 C 4.31004 1.89950 1.18366
2 C 3.02917 2.01027 2.03475
3 C 3.17302 1.11314 3.26651
4 C 2.85928 3.44799 2.57330
5 C 2.23614 4.40513 1.57174
6 C 0.94692 3.80274 1.03457
7 C 1.14250 2.44142 0.35826
8 C -0.22454 1.84243 0.07786
9 C 1.88374 2.63077 -0.96651
10 N 1.81779 1.54971 1.34224
11 O 2.03039 0.23189 0.82395
12 H 5.11158 2.42423 1.71625
13 H 4.70164 0.89256 1.04114
14 H 4.24577 2.40421 0.22026
15 H 3.55535 0.10820 3.05955
16 H 3.76764 1.53465 4.07720
17 H 2.18273 0.87133 3.66413
18 H 2.16975 3.33894 3.41784
19 H 3.80790 3.78989 2.98222
20 H 2.10103 5.43594 1.90316
21 H 2.94030 4.54995 0.73904
22 H 0.40585 4.48568 0.37997
23 H 0.31895 3.64597 1.92090
24 H -0.90122 2.60598 -0.30818
25 H -0.65356 1.42076 0.98811
26 H -0.15043 1.03589 -0.65466
27 H 1.21074 3.16323 -1.64676
28 H 2.08094 1.70021 -1.48602
29 H 2.79860 3.21333 -0.87509
30 H 1.35533 -0.25854 1.32798
31 C -0.61933 0.38060 3.74075
32 C -0.58349 -1.10488 4.12203
33 C 0.71825 -1.35443 4.89353
34 C -1.74103 -1.43467 5.05587
35 C -3.10430 -1.54793 4.42521
36 C -3.02979 -2.53117 3.25763
37 C -1.87286 -2.29691 2.26747
38 C -1.79910 -3.55700 1.39510
39 C -2.29879 -1.14530 1.32634
40 N -0.62430 -2.04258 2.98574
41 O 0.41583 -1.80615 2.06636
42 H -0.25339 1.05917 4.50555
43 H 0.04539 0.54051 2.88224
44 H -1.60797 0.63843 3.36046
45 H 0.75537 -2.31653 5.40796
46 H 1.58925 -1.33569 4.23579
47 H 0.80516 -0.56315 5.63763
48 H -1.55487 -2.36295 5.60781
49 H -1.78222 -0.65605 5.82704
50 H -3.81097 -1.80569 5.21303
51 H -3.42167 -0.58695 4.00138
52 H -3.98707 -2.49315 2.72834
53 H -3.03404 -3.55129 3.65821
54 H -2.00723 -4.47218 1.94661
55 H -0.81623 -3.66837 0.92437
56 H -2.45561 -3.50795 0.52414
57 H -2.51943 -0.19561 1.80728
58 H -3.19438 -1.48615 0.80343
59 H -1.56308 -0.99368 0.53301
60 H 0.98244 -2.58630 2.08038
61 C 1.18603 -3.92018 -2.21332
62 O 0.04230 -4.73163 -2.23522
63 H 1.54475 -3.64493 -3.20914
64 H 1.04460 -2.98419 -1.67432
65 H 2.07452 -4.40728 -1.79728
66 H -0.61413 -4.37578 -1.63751
67 C -0.52938 -0.72324 -3.54600
68 O 0.39458 0.35845 -3.53354
69 H -1.17634 -0.69767 -2.66095
70 H -1.13227 -0.56920 -4.44084
71 H -0.00240 -1.67612 -3.60562
72 H 1.14518 0.17476 -2.93605
73 C -3.23221 2.29515 -3.04336
74 O -2.50265 3.50599 -3.08727
75 H -2.79675 1.59500 -2.31999
76 H -4.25193 2.49292 -2.70632
77 H -3.30846 1.81578 -4.02390
78 H -1.68519 3.27038 -3.57153
79 C -3.82166 -1.77228 -4.77202
80 O -2.82193 -2.36585 -5.60993
81 H -3.72952 -0.69441 -4.65297
82 H -4.81094 -2.05373 -5.13164
83 H -3.66804 -2.17891 -3.76519
84 H -3.21516 -3.11710 -6.05861
85 C 3.58926 -0.58509 -2.60065
86 O 2.34722 -0.81456 -1.92952
87 H 3.35301 -0.46180 -3.65414
88 H 4.09507 0.29570 -2.20498
89 H 4.24056 -1.44627 -2.45248
90 H 2.34852 -0.42079 -1.03292
91 O -0.54396 2.55938 -4.88684
92 H -0.07690 1.82959 -4.41811
93 H 0.13694 3.21466 -5.07550
94 O -1.44350 -0.89025 -7.53264
95 H -1.97989 -1.41054 -6.89194
96 H -2.08317 -0.41932 -8.07591

* total charge: 0
* SMILES: CC1(C)CCCC(C)(C)N1O.CC1(C)CCCC(C)(C)N1O.CO.CO.CO.CO.CO.O.O
* energy relative to the best compared isomer or geometry (same formula, charge and spin): 0.0 kJ/mol
* HOMO level: -0.317 Ha
* DFT total energy: -46260.771 eV
* strongest force on any atom: 1.5 eV/A
* HOMO-LUMO gap: 9.072 eV



# 2
Formula: C23H62N3O19P4S
Source: OMol25
Level of theory: ωB97M-V with the def2-TZVPD basis set

CARTESIAN COORDINATES (ANGSTROEM)
1 C 3.72052 2.86956 2.73208
2 C 2.47905 3.85878 2.87953
3 C 2.04905 4.35730 1.43855
4 C 0.59024 3.87430 1.02511
5 C 0.33778 2.33050 1.29415
6 C -0.11862 1.50225 0.02191
7 C -1.35259 2.11937 -0.74842
8 N -2.65753 1.90842 -0.04712
9 C -3.26765 3.15507 0.33380
10 N -2.59497 3.92919 1.18678
11 N -4.52005 3.60655 -0.19449
12 C -5.66415 2.93157 0.54112
13 C -5.82594 3.62400 1.95406
14 C -6.49287 2.72163 3.07286
15 S -5.82390 1.01549 3.20153
16 O -5.84093 0.56090 4.62202
17 O -6.73671 0.13793 2.39764
18 O -4.29018 0.85877 2.58774
19 H 4.49850 3.02361 3.53146
20 H 3.33092 1.81483 2.85490
21 H 4.24000 2.94434 1.74129
22 H 2.74885 4.71750 3.56109
23 H 1.66043 3.27568 3.39071
24 H 2.78838 4.08384 0.64284
25 H 1.99779 5.48593 1.48384
26 H 0.44710 4.16794 -0.05006
27 H -0.12479 4.47730 1.65974
28 H -0.44628 2.25538 2.10595
29 H 1.25888 1.81519 1.69865
30 H -0.34877 0.45235 0.35856
31 H 0.74449 1.44558 -0.70274
32 H -1.20942 3.21194 -0.98075
33 H -1.41734 1.59397 -1.74874
34 H -2.55745 1.29522 0.76861
35 H -2.15616 3.56912 2.03819
36 H -2.55774 4.94126 1.03956
37 H -4.55047 4.61416 -0.00782
38 H -6.57387 3.11712 -0.09475
39 H -5.39707 1.84736 0.57466
40 H -6.52591 4.50082 1.79926
41 H -4.88473 4.05663 2.37884
42 H -6.27053 3.22455 4.06204
43 H -7.61495 2.75624 2.97900
44 H -4.35043 0.28988 1.79134
45 C -0.88641 -1.40337 -6.24088
46 O -0.98348 -1.16880 -4.85017
47 P -0.52222 -2.19855 -3.57013
48 O -0.21458 -1.05737 -2.61523
49 O 0.80601 -2.73662 -4.35515
50 C 1.79966 -1.89153 -4.90379
51 O -0.24712 -3.44298 -2.41898
52 C -1.44193 -4.06405 -1.93420
53 H -1.76920 -0.97541 -6.72737
54 H -0.03115 -0.86984 -6.64718
55 H -0.82487 -2.46428 -6.48145
56 H 1.65701 -0.83813 -4.66050
57 H 1.78757 -2.02136 -5.98948
58 H 2.78449 -2.21529 -4.56442
59 H -1.98685 -4.53346 -2.75647
60 H -2.08177 -3.32439 -1.44284
61 H -1.16653 -4.83255 -1.21220
62 C 0.15746 2.48313 -12.37715
63 O 0.38590 1.51837 -11.37244
64 P 1.65874 1.45204 -10.23491
65 O 0.83120 0.73314 -9.18492
66 O 1.67792 3.07371 -10.01954
67 C 0.54049 3.84046 -9.68056
68 O 3.12546 1.39876 -9.34334
69 C 4.07285 0.44395 -9.83434
70 H -0.23088 1.97374 -13.26578
71 H -0.62155 3.17011 -12.05774
72 H 1.06131 3.02945 -12.64517
73 H -0.34204 3.23666 -9.46530
74 H 0.32931 4.51373 -10.51637
75 H 0.76789 4.47467 -8.82265
76 H 4.35676 0.68404 -10.86157
77 H 3.65041 -0.56453 -9.79481
78 H 4.96265 0.48244 -9.20645
79 C 3.03774 -1.55287 5.64014
80 O 1.93929 -0.70636 5.37050
81 P 0.65350 -0.27851 6.41012
82 O 0.48722 1.07914 5.74430
83 O 1.63210 -0.18770 7.71619
84 C 2.83669 0.55099 7.75389
85 O -0.65330 -0.00858 7.49041
86 C -1.83238 -0.75809 7.17945
87 H 3.25993 -2.13094 4.73743
88 H 3.92412 -0.95611 5.84026
89 H 2.84270 -2.23903 6.46277
90 H 3.00585 1.15226 6.85960
91 H 3.66002 -0.15777 7.88044
92 H 2.84478 1.19480 8.63431
93 H -1.62439 -1.82967 7.22472
94 H -2.19725 -0.49517 6.18164
95 H -2.60073 -0.51855 7.91405
96 C 3.59051 -8.42926 3.97600
97 O 3.55284 -7.06027 4.31766
98 P 2.29141 -5.93684 4.06298
99 O 2.67860 -5.13987 5.29710
100 O 1.13847 -7.04780 4.39606
101 C 1.13671 -7.86574 5.55004
102 O 1.01213 -4.85871 3.66759
103 C 1.29295 -4.00547 2.55357
104 H 4.60426 -8.67607 3.64232
105 H 3.40729 -9.03439 4.85967
106 H 2.88310 -8.68258 3.18686
107 H 1.92269 -7.61321 6.26268
108 H 1.25570 -8.90331 5.22511
109 H 0.16475 -7.80520 6.04113
110 H 1.47118 -4.60030 1.65436
111 H 2.16832 -3.38318 2.76291
112 H 0.43067 -3.36087 2.38266

* total charge: +1
* HOMO level: -0.400 Ha
* DFT total energy: -116202.703 eV
* strongest force on any atom: 9.2 eV/A
* HOMO-LUMO gap: 6.432 eV